[1]
Entry from OMol25: a 7-piece molecular cluster, C3H20N6O7 overall at a distorted geometry (ωB97M-V/def2-TZVPD).

Each line ends with the natural charge from an NBO analysis.
Geometry (Å):
O: -0.48 -3.33 5.78  -0.938
H: -1.24 -3.90 5.88  0.465
H: -0.69 -2.77 5.03  0.473
O: 1.41 -3.20 -3.21  -0.949
H: 0.99 -2.60 -3.82  0.476
H: 2.26 -3.39 -3.60  0.474
O: 1.48 1.56 3.80  -0.943
H: 0.93 0.78 3.89  0.474
H: 1.76 1.55 2.89  0.469
O: 3.18 1.98 0.39  -0.950
H: 3.98 2.26 0.85  0.478
H: 2.77 2.80 0.12  0.473
C: -4.10 2.44 1.52  0.750
O: -4.81 3.24 1.02  -0.665
N: -4.39 1.18 1.71  -0.836
N: -2.90 2.78 1.96  -0.835
H: -5.27 0.89 1.29  0.410
H: -3.63 0.58 1.99  0.394
H: -2.22 2.05 2.07  0.379
H: -2.62 3.70 1.65  0.403
C: 1.45 1.52 -4.99  0.747
O: 1.03 2.03 -5.97  -0.636
N: 0.95 1.51 -3.81  -0.818
N: 2.59 0.82 -4.97  -0.855
H: 0.22 2.16 -3.56  0.408
H: 1.44 0.98 -3.11  0.379
H: 3.05 0.59 -5.84  0.402
H: 2.99 0.44 -4.12  0.373
C: -0.20 -2.12 1.02  0.736
O: -0.75 -1.42 1.83  -0.721
N: -0.63 -3.27 0.81  -0.783
N: 0.89 -1.78 0.42  -0.814
H: -1.60 -3.35 1.09  0.411
H: -0.28 -3.62 -0.07  0.378
H: 1.21 -2.28 -0.40  0.387
H: 1.21 -0.82 0.44  0.406

Values from the calculation:
E_LUMO ... -0.0129 hartree
Energy above the lowest of the compared OMol25 structures with the same formula, charge and spin ... 63.0 kcal/mol
SMILES string ... NC(N)=O.NC(N)=O.NC(N)=O.O.O.O.O
Calculated total energy ... -981.5666 hartree

[2]
Entry from OMol25: C14H42BaFeO18P as an isolated structure at a distorted geometry (ωB97M-V/def2-TZVPD).

Each line ends with the Löwdin spin population.
Geometry (Å):
Fe: 2.51 -6.01 8.81  3.707
Ba: -1.06 -2.89 5.42  0.000
P: 1.01 -4.63 7.21  0.014
O: 0.93 -4.90 8.75  0.128
O: -0.22 -5.21 6.51  0.004
O: 2.38 -5.32 6.94  0.041
O: 1.00 -3.12 7.04  0.006
C: 0.40 -2.94 1.64  0.000
C: 1.07 -4.00 2.45  0.000
O: 1.01 -3.71 3.88  0.000
O: -0.97 -2.71 2.03  0.000
H: 0.43 -3.23 0.59  0.000
H: 0.94 -1.98 1.67  0.000
H: 2.12 -4.02 2.12  0.000
H: 0.65 -5.00 2.33  0.000
H: 1.44 -4.49 4.27  0.000
H: -1.52 -3.08 1.34  0.000
C: -0.79 -2.88 10.73  0.000
C: -0.82 -1.65 9.86  0.000
O: -2.17 -1.42 9.50  0.000
O: -1.38 -3.99 10.02  0.002
H: -1.47 -2.71 11.57  0.000
H: 0.21 -3.19 11.07  0.000
H: -0.21 -1.81 8.96  0.000
H: -0.33 -0.77 10.28  0.000
H: -2.33 -1.92 8.71  0.000
H: -0.65 -4.41 9.53  0.001
C: 3.73 -5.30 11.39  0.001
C: 3.72 -4.02 10.61  0.001
O: 3.95 -4.39 9.25  0.048
O: 3.04 -6.41 10.72  0.039
H: 3.31 -5.15 12.39  0.000
H: 4.76 -5.62 11.55  0.000
H: 4.54 -3.42 11.02  0.001
H: 2.85 -3.37 10.63  0.000
H: 3.93 -3.63 8.64  0.001
H: 3.12 -7.15 11.34  0.002
C: -4.25 -7.01 8.36  0.000
C: -2.79 -7.29 8.10  0.000
O: -1.98 -6.17 8.34  0.000
O: -4.44 -6.57 9.72  0.000
H: -4.82 -7.94 8.31  0.000
H: -4.67 -6.31 7.64  0.000
H: -2.69 -7.68 7.07  0.000
H: -2.44 -8.21 8.59  0.000
H: -1.42 -5.96 7.56  0.000
H: -4.71 -7.33 10.24  0.000
C: -0.52 -7.09 3.85  0.000
C: -0.81 -8.27 4.76  0.000
O: -0.09 -8.20 6.01  0.001
O: -1.14 -5.84 4.21  0.000
H: -0.88 -7.32 2.84  0.000
H: 0.57 -7.04 3.74  0.000
H: -0.68 -9.24 4.29  0.000
H: -1.86 -8.20 5.08  0.000
H: -0.05 -7.27 6.27  0.000
H: -0.81 -5.75 5.14  0.000
C: 2.36 0.02 6.84  0.000
C: 3.37 -0.81 7.61  0.000
O: 2.81 -1.61 8.67  0.000
O: 1.56 -0.83 6.00  0.000
H: 2.98 0.65 6.19  0.000
H: 1.75 0.64 7.49  0.000
H: 4.17 -0.16 7.95  0.000
H: 3.88 -1.55 6.96  0.000
H: 2.15 -2.21 8.27  0.000
H: 1.59 -1.72 6.38  0.000
C: 4.45 -3.77 4.78  0.000
C: 4.31 -5.07 4.04  0.000
O: 3.03 -5.66 4.25  0.001
O: 4.54 -3.97 6.21  0.000
H: 3.54 -3.16 4.65  0.000
H: 5.33 -3.21 4.48  0.000
H: 5.11 -5.76 4.33  0.000
H: 4.45 -4.94 2.97  0.000
H: 2.81 -5.62 5.20  0.001
H: 3.72 -4.43 6.47  0.000

Values from the calculation:
2S+1 ... 5
E_LUMO (spin up / spin down) ... -0.1125 / -0.1214 hartree
Energy above the lowest of the compared OMol25 structures with the same formula, charge and spin ... 0.0 kcal/mol
Charge ... +1
Calculated total energy ... -3543.4607 hartree

[3]
Entry from OMol25: one molecule with the formula C17H24N2O4S2 at a distorted geometry (ωB97M-V/def2-TZVPD).

Each line ends with the natural charge from an NBO analysis.
Geometry (Å):
C: 0.60 3.84 -0.01  -0.660
C: 0.98 2.81 0.98  0.255
C: 0.70 1.47 1.09  0.109
N: 1.32 1.00 2.22  -0.497
C: 1.95 2.02 2.73  0.476
C: 2.75 2.00 3.91  -0.280
C: 3.04 0.92 4.71  -0.204
C: 3.87 1.26 5.79  -0.255
C: 4.19 2.58 5.81  -0.399
S: 3.50 3.45 4.50  0.470
H: 4.81 3.10 6.52  0.239
H: 4.21 0.55 6.53  0.229
H: 2.67 -0.06 4.50  0.239
O: 1.78 3.15 2.02  -0.400
C: -0.12 0.60 0.24  -0.645
H: -0.68 1.17 -0.50  0.246
H: 0.48 -0.17 -0.25  0.256
S: -1.37 -0.27 1.33  1.278
O: -2.36 -0.85 0.40  -1.013
C: -0.26 -1.66 1.82  -0.710
C: 0.16 -2.48 0.61  0.657
O: 1.30 -2.52 0.21  -0.626
N: -0.86 -3.17 0.05  -0.617
C: -0.68 -3.88 -1.19  -0.224
H: 0.30 -4.35 -1.15  0.228
C: -0.75 -2.96 -2.42  -0.435
C: -2.13 -2.32 -2.59  -0.080
O: -2.19 -1.45 -3.70  -0.543
C: -1.70 -0.13 -3.47  0.108
C: -2.72 0.73 -2.72  -0.649
H: -2.91 0.33 -1.73  0.231
H: -3.66 0.75 -3.28  0.213
H: -2.35 1.75 -2.63  0.198
C: -1.40 0.46 -4.85  -0.614
H: -1.00 1.46 -4.75  0.202
H: -0.67 -0.17 -5.37  0.216
H: -2.31 0.49 -5.44  0.210
H: -0.77 -0.17 -2.89  0.153
H: -2.42 -1.79 -1.67  0.194
H: -2.87 -3.09 -2.79  0.179
H: -0.51 -3.54 -3.31  0.212
H: 0.02 -2.19 -2.31  0.207
H: -1.45 -4.66 -1.26  0.196
H: -1.80 -2.85 0.27  0.423
H: -0.83 -2.26 2.53  0.243
H: 0.60 -1.20 2.29  0.287
H: 1.35 3.90 -0.81  0.231
H: -0.36 3.60 -0.46  0.231
H: 0.55 4.81 0.47  0.237

Values from the calculation:
E_LUMO ... 0.0066 hartree
Calculated total energy ... -1869.0280 hartree

[4]
Entry from OMol25: a 7-piece molecular cluster, C12H36ClO6S overall at a distorted geometry (ωB97M-V/def2-TZVPD).

Each line ends with the natural charge from an NBO analysis.
Geometry (Å):
Cl: -0.16 -0.25 0.45  -0.786
C: -3.15 0.27 -3.81  -0.612
C: -1.99 0.13 -2.70  -0.038
O: -2.51 -0.19 -1.48  -0.780
H: -3.79 0.99 -3.56  0.193
H: -3.47 -0.93 -3.86  0.198
H: -2.68 0.64 -4.68  0.193
H: -1.37 0.98 -2.66  0.151
H: -1.32 -0.70 -3.08  0.117
H: -1.61 -0.09 -0.86  0.485
C: 0.10 3.69 2.52  -0.604
C: 0.01 2.28 2.10  -0.082
O: -1.22 1.93 1.53  -0.739
H: -0.67 3.97 3.38  0.171
H: -0.12 4.37 1.84  0.208
H: 0.96 4.00 2.94  0.206
H: 0.16 1.58 2.93  0.151
H: 0.70 2.12 1.19  0.202
H: -1.13 1.25 1.03  0.468
C: -0.46 4.82 -1.10  -0.638
C: -0.79 3.25 -0.88  -0.114
O: 0.34 2.52 -1.27  -0.730
H: 0.58 4.94 -0.58  0.202
H: -1.34 5.43 -0.75  0.197
H: -0.34 4.90 -2.13  0.193
H: -1.72 3.18 -1.40  0.138
H: -1.11 3.08 0.19  0.212
H: 0.02 1.68 -0.90  0.490
C: 1.87 -0.05 -2.99  -0.626
C: 2.85 -0.74 -2.08  -0.071
O: 2.79 -0.27 -0.74  -0.797
H: 2.31 0.89 -3.23  0.204
H: 0.88 0.02 -2.70  0.217
H: 1.58 -0.67 -3.96  0.181
H: 3.82 -0.45 -2.44  0.161
H: 2.61 -1.73 -1.89  0.186
H: 1.94 -0.42 -0.15  0.504
C: -0.58 -4.57 0.16  -0.642
C: 0.49 -4.16 -0.81  -0.077
O: 1.27 -3.07 -0.21  -0.710
H: -1.22 -3.80 0.41  0.219
H: -0.01 -4.81 1.05  0.208
H: -1.07 -5.51 0.03  0.202
H: 0.16 -3.78 -1.77  0.160
H: 1.11 -4.84 -1.26  0.178
H: 0.77 -2.41 -0.09  0.459
C: 1.22 -0.71 3.76  -0.868
S: 1.30 -2.38 3.14  1.223
O: 2.38 -3.20 3.95  -0.981
C: -0.22 -3.08 3.78  -0.801
H: 1.98 -0.09 3.48  0.247
H: 0.88 -0.57 4.90  0.213
H: 0.41 -0.02 3.38  0.265
H: -1.13 -2.42 3.51  0.238
H: -0.04 -2.89 4.77  0.219
H: -0.25 -4.12 3.59  0.240

Values from the calculation:
E_LUMO ... 0.1069 hartree
Energy above the lowest of the compared OMol25 structures with the same formula, charge and spin ... 15.3 kcal/mol
Charge ... -1
Calculated total energy ... -1788.4066 hartree

[5]
Entry from OMol25: C6H10O as an isolated structure (ωB97M-V/def2-TZVPD).

Each line ends with the natural charge from an NBO analysis.
Geometry (Å):
C: -1.14 1.65 0.66  -0.420
C: -1.16 0.52 -0.05  -0.151
C: 0.63 0.10 -1.71  -0.420
C: 0.67 -1.29 -1.20  0.108
O: 1.81 -1.46 -0.37  -0.517
C: 1.28 -0.52 0.59  -0.050
C: 0.10 -0.20 -0.32  -0.155
H: -0.22 1.97 1.14  0.192
H: -1.34 -0.30 2.25  0.013
H: -2.02 2.28 0.76  0.205
H: -2.06 0.19 -0.57  0.211
H: -0.18 0.32 -2.40  0.219
H: 1.53 0.70 -1.81  0.218
H: 0.27 -2.17 -1.69  0.205
H: 1.96 0.30 0.84  0.174
H: 1.02 -1.07 1.51  0.190
H: -1.15 -1.01 2.35  -0.022

Values from the calculation:
E_LUMO ... 0.0419 hartree
Energy above the lowest of the compared OMol25 structures with the same formula, charge and spin ... 87.8 kcal/mol
Calculated total energy ... -309.7025 hartree

[6]
Entry from OMol25: a 10-piece molecular cluster, C3H24ClN6O13 overall at a distorted geometry (ωB97M-V/def2-TZVPD).

Each line ends with the natural charge from an NBO analysis.
Geometry (Å):
Cl: -11.29 -7.32 5.53  2.563
O: -10.21 -7.94 4.80  -0.887
O: -12.44 -8.24 5.49  -0.938
O: -10.93 -7.24 6.86  -0.864
O: -11.75 -6.06 4.92  -0.852
O: -10.10 -11.04 5.29  -0.955
H: -10.41 -10.13 5.33  0.491
H: -9.65 -11.11 4.45  0.455
O: -9.57 -5.08 8.17  -0.971
H: -10.13 -5.83 7.98  0.487
H: -9.02 -5.37 8.90  0.464
O: -11.96 -9.55 8.32  -0.990
H: -12.07 -8.77 7.78  0.491
H: -12.77 -9.59 8.84  0.453
O: -14.74 -5.46 5.68  -0.958
H: -13.94 -5.99 5.78  0.488
H: -14.63 -5.02 4.84  0.467
O: -15.33 -8.86 4.54  -0.946
H: -15.71 -9.73 4.69  0.447
H: -14.42 -8.94 4.83  0.495
O: -8.59 -7.86 2.28  -0.924
H: -9.11 -8.20 1.55  0.427
H: -9.24 -7.67 2.96  0.494
C: -8.30 -8.02 9.74  0.500
O: -7.91 -7.71 8.68  -0.746
N: -9.37 -8.78 9.86  -0.886
N: -7.60 -7.83 10.85  -1.118
H: -9.72 -9.17 10.73  0.332
H: -9.96 -8.88 9.05  0.416
H: -7.66 -8.50 11.60  0.266
H: -6.75 -7.34 10.62  0.357
C: -13.40 -7.04 1.05  0.734
O: -14.34 -6.40 1.45  -0.675
N: -13.37 -8.12 0.40  -0.815
N: -12.22 -6.80 1.49  -0.806
H: -14.26 -8.59 0.35  0.402
H: -12.48 -8.61 0.40  0.373
H: -11.60 -7.57 1.29  0.343
H: -12.26 -6.38 2.41  0.433
C: -6.85 -6.82 5.44  0.735
O: -6.94 -6.67 4.22  -0.746
N: -7.31 -7.79 6.12  -0.822
N: -6.23 -5.97 6.17  -0.827
H: -7.93 -8.42 5.64  0.405
H: -7.25 -7.73 7.13  0.424
H: -6.21 -6.12 7.17  0.388
H: -5.84 -5.18 5.68  0.391

Values from the calculation:
2S+1 ... 2
E_LUMO (spin up / spin down) ... 0.1508 / 0.1491 hartree
Charge ... -2
Calculated total energy ... -1895.3335 hartree